{"formula": "C27H28Cl42N2O4S", "method": "ωB97M-V with the def2-TZVPD basis set", "e_above_lowest_kcal_mol": 0.0, "e_tot_ha": -21182.250329, "multiplicity": 1, "symbols": ["C", "C", "O", "N", "C", "C", "C", "O", "C", "C", "C", "C", "C", "C", "N", "C", "S", "O", "C", "O", "H", "H", "H", "H", "H", "H", "H", "H", "H", "H", "H", "H", "H", "H", "C", "Cl", "Cl", "Cl", "H", "C", "Cl", "Cl", "Cl", "H", "C", "Cl", "Cl", "Cl", "H", "C", "Cl", "Cl", "Cl", "H", "C", "Cl", "Cl", "Cl", "H", "C", "Cl", "Cl", "Cl", "H", "C", "Cl", "Cl", "Cl", "H", "C", "Cl", "Cl", "Cl", "H", "C", "Cl", "Cl", "Cl", "H", "C", "Cl", "Cl", "Cl", "H", "C", "Cl", "Cl", "Cl", "H", "C", "Cl", "Cl", "Cl", "H", "C", "Cl", "Cl", "Cl", "H", "C", "Cl", "Cl", "Cl", "H"], "xyz": [[-0.98, 2.50, -0.20], [-0.88, 3.38, -1.41], [0.02, 4.18, -1.47], [-1.80, 3.35, -2.52], [-1.02, 3.56, -3.76], [-2.73, 2.24, -2.65], [-3.90, 2.73, -3.54], [-4.74, 3.57, -2.76], [-6.08, 3.34, -2.94], [-6.84, 2.81, -1.91], [-8.19, 2.57, -2.10], [-8.80, 2.83, -3.32], [-8.03, 3.34, -4.36], [-6.69, 3.62, -4.16], [-2.21, 1.06, -3.40], [-1.34, 0.36, -2.90], [-0.32, -0.64, -2.30], [-3.24, 1.87, -1.40], [-4.09, 0.82, -1.36], [-4.23, 0.20, -0.33], [-1.13, 1.44, -0.40], [-1.85, 2.82, 0.39], [-0.10, 2.68, 0.42], [-1.58, 3.25, -4.63], [-0.09, 2.98, -3.75], [-0.80, 4.62, -3.87], [-4.46, 1.89, -3.95], [-3.53, 3.32, -4.37], [-6.37, 2.59, -0.96], [-8.79, 2.17, -1.29], [-9.85, 2.63, -3.48], [-8.48, 3.51, -5.33], [-6.11, 4.01, -4.99], [-4.64, 0.53, -2.26], [-1.70, -1.36, 1.20], [-1.40, -2.80, 0.22], [-2.83, -1.73, 2.50], [-0.19, -0.71, 1.86], [-2.15, -0.60, 0.57], [3.23, -2.60, 1.48], [2.36, -3.72, 2.52], [4.83, -3.22, 1.07], [2.30, -2.26, 0.02], [3.36, -1.67, 2.02], [5.78, -7.33, 2.40], [7.20, -6.63, 1.62], [6.22, -8.12, 3.91], [4.58, -6.06, 2.67], [5.35, -8.07, 1.74], [8.96, -6.53, -2.03], [10.31, -5.51, -2.53], [7.49, -6.10, -2.90], [9.35, -8.24, -2.25], [8.79, -6.36, -0.97], [-6.12, 4.93, -8.57], [-6.54, 3.73, -9.78], [-7.56, 5.68, -7.89], [-5.13, 4.22, -7.29], [-5.53, 5.70, -9.05], [10.86, -4.93, 1.83], [12.20, -3.90, 1.33], [9.39, -4.52, 0.95], [11.25, -6.63, 1.60], [10.68, -4.76, 2.88], [7.18, -1.27, -1.15], [5.54, -0.64, -1.20], [7.19, -3.01, -1.44], [8.20, -0.44, -2.33], [7.59, -1.09, -0.17], [1.12, -2.94, 6.35], [0.19, -4.05, 7.35], [2.74, -3.59, 6.07], [0.28, -2.61, 4.84], [1.23, -2.01, 6.89], [2.65, 3.11, 2.60], [1.07, 3.87, 2.71], [2.50, 1.38, 2.24], [3.66, 3.91, 1.40], [3.13, 3.20, 3.57], [-7.89, 7.29, -1.59], [-8.00, 8.86, -2.40], [-9.44, 6.85, -0.87], [-7.35, 6.03, -2.70], [-7.17, 7.37, -0.80], [-0.89, -6.96, -0.13], [0.13, -5.93, 0.86], [-2.48, -7.18, 0.59], [-1.05, -6.29, -1.76], [-0.41, -7.93, -0.21], [-1.86, 5.65, 5.46], [-0.29, 6.07, 6.14], [-1.67, 5.08, 3.80], [-2.68, 4.45, 6.45], [-2.48, 6.54, 5.43], [4.80, 4.50, 6.00], [3.25, 5.34, 6.10], [4.56, 2.77, 5.72], [5.81, 5.20, 4.74], [5.30, 4.61, 6.95], [0.81, -8.43, 4.21], [2.19, -7.48, 3.68], [-0.63, -7.92, 3.33], [1.11, -10.16, 4.00], [0.65, -8.25, 5.27]]}

{"formula": "C2H3Cl3S", "method": "ωB97M-V with the def2-TZVPD basis set", "smiles": "S[C@H](Cl)C(Cl)Cl", "e_above_lowest_kcal_mol": 29.1, "e_tot_ha": -1856.719797, "multiplicity": 1, "symbols": ["C", "C", "S", "Cl", "Cl", "Cl", "H", "H", "H"], "xyz": [[-0.42, -0.27, -0.49], [0.37, -0.28, 1.13], [0.52, 0.67, -1.70], [-2.10, 0.21, -0.35], [1.07, 1.29, 1.19], [1.53, -1.60, 1.02], [-0.09, -1.24, -0.90], [-0.45, -0.48, 1.89], [-0.43, 1.70, -1.79]]}

{"formula": "C6H7ClN2", "method": "ωB97M-V with the def2-TZVPD basis set", "smiles": "N#C[C@@H]1NC[C@@H]2C[C@@]21Cl", "e_above_lowest_kcal_mol": 28.7, "e_tot_ha": -802.456299, "multiplicity": 1, "symbols": ["C", "C", "C", "C", "C", "C", "N", "N", "Cl", "H", "H", "H", "H", "H", "H", "H"], "xyz": [[-1.66, 0.84, -1.46], [-0.37, -1.39, 0.57], [1.61, 0.16, -0.16], [-0.68, 1.02, -0.34], [0.84, -0.50, 1.01], [-0.58, 0.04, 0.90], [-2.30, 0.49, -2.36], [0.61, 0.82, -1.03], [-1.61, 0.47, 2.31], [-0.28, -1.60, -0.47], [-0.78, -2.18, 1.15], [2.35, 0.85, 0.32], [2.05, -0.69, -0.75], [-0.84, 2.06, 0.00], [1.15, -0.39, 1.98], [0.49, 0.01, -1.67]]}

{"formula": "C3H6N2S2", "method": "ωB97M-V with the def2-TZVPD basis set", "smiles": "C/C(=N/N)C(=S)S", "e_above_lowest_kcal_mol": 97.9, "e_tot_ha": -1023.646903, "multiplicity": 1, "symbols": ["C", "C", "C", "H", "H", "H", "H", "H", "H", "N", "N", "S", "S"], "xyz": [[1.57, -0.34, 0.94], [0.41, -0.15, 0.06], [-0.33, 1.15, -0.30], [2.50, 0.13, 0.57], [1.05, 0.12, 1.91], [1.75, -1.50, 0.99], [-1.22, -2.34, -1.91], [-1.91, -1.06, -0.82], [-1.49, 2.85, 0.51], [0.09, -1.25, -0.37], [-0.92, -1.40, -1.26], [-1.55, 1.56, 0.99], [0.05, 2.24, -1.31]]}

{"formula": "C4H7N2O", "method": "ωB97M-V with the def2-TZVPD basis set", "total_charge": 1, "e_above_lowest_kcal_mol": 67.1, "e_tot_ha": -341.029314, "multiplicity": 1, "symbols": ["C", "C", "C", "C", "N", "N", "O", "H", "H", "H", "H", "H", "H", "H"], "xyz": [[-1.21, 0.93, -0.36], [0.06, -1.21, -0.05], [1.40, -0.54, 0.18], [1.62, 0.88, 0.30], [-1.06, -0.38, -0.44], [-0.33, 1.73, 0.11], [1.93, 0.34, -0.84], [-2.17, 1.31, -0.70], [0.21, -1.95, -0.85], [-0.20, -1.76, 0.87], [2.15, -1.23, 0.59], [2.07, 1.67, 0.86], [-1.85, -0.91, -0.80], [-0.40, 2.74, 0.08]]}

{"formula": "C29H69IInN6O5P2", "method": "ωB97M-V with the def2-TZVPD basis set", "total_charge": -1, "e_tot_ha": -3020.955848, "multiplicity": 1, "symbols": ["C", "C", "C", "C", "C", "C", "C", "C", "In", "I", "C", "C", "C", "C", "O", "O", "C", "C", "C", "C", "C", "O", "H", "H", "H", "H", "H", "H", "H", "H", "H", "H", "H", "H", "H", "H", "H", "H", "H", "H", "H", "H", "H", "H", "H", "H", "H", "H", "H", "H", "H", "H", "H", "H", "H", "O", "P", "N", "C", "C", "N", "C", "C", "N", "C", "C", "H", "H", "H", "H", "H", "H", "H", "H", "H", "H", "H", "H", "H", "H", "H", "H", "H", "H", "O", "P", "N", "C", "C", "N", "C", "C", "N", "C", "C", "H", "H", "H", "H", "H", "H", "H", "H", "H", "H", "H", "H", "H", "H", "H", "H", "H", "H"], "xyz": [[-2.48, 2.16, 1.36], [-2.73, 1.03, 0.16], [-4.35, 0.96, -0.11], [-4.88, -0.60, -0.27], [-4.93, -1.31, 1.24], [-5.15, -2.93, 1.10], [-3.79, -3.77, 0.70], [-2.63, -3.72, 1.90], [-1.65, -5.78, 1.90], [-2.24, -7.00, -0.60], [0.59, -5.43, 1.93], [1.47, -6.56, 1.07], [3.05, -6.18, 1.34], [4.08, -7.45, 1.25], [3.78, -8.49, 0.47], [5.35, -7.32, 2.04], [5.98, -5.99, 1.75], [5.75, -4.89, 2.96], [-2.16, -7.06, 3.70], [-0.77, -7.09, 4.81], [-0.43, -5.57, 5.57], [-1.10, -6.87, 6.32], [-1.59, 2.84, 1.02], [-2.18, 1.67, 2.39], [-3.44, 2.86, 1.44], [-2.13, 1.37, -0.80], [-2.26, 0.01, 0.52], [-5.00, 1.45, 0.77], [-4.54, 1.51, -1.15], [-4.25, -1.24, -1.02], [-6.00, -0.57, -0.64], [-5.84, -0.81, 1.82], [-3.96, -1.01, 1.83], [-5.97, -3.21, 0.30], [-5.51, -3.32, 2.14], [-4.12, -4.91, 0.66], [-3.34, -3.46, -0.33], [-3.06, -3.39, 2.93], [-1.88, -2.85, 1.56], [0.97, -5.45, 3.05], [0.90, -4.38, 1.46], [1.26, -6.50, -0.10], [1.22, -7.67, 1.39], [3.09, -5.81, 2.48], [3.40, -5.23, 0.71], [5.70, -5.58, 0.68], [7.16, -6.19, 1.72], [6.75, -4.47, 3.42], [5.07, -4.04, 2.50], [5.06, -5.45, 3.76], [-3.06, -6.67, 4.35], [-2.27, -8.18, 3.37], [0.21, -7.81, 4.49], [-1.30, -4.76, 5.57], [0.48, -5.48, 6.30], [1.40, 4.05, 0.41], [2.82, 3.44, 0.45], [2.22, 1.85, 0.68], [2.74, 0.80, 1.54], [1.82, 1.24, -0.60], [3.13, 4.26, 1.99], [3.08, 3.61, 3.31], [2.30, 5.48, 2.19], [4.46, 2.73, 0.49], [5.36, 2.54, 1.62], [5.25, 3.49, -0.51], [3.67, 0.37, 1.15], [2.03, -0.03, 1.63], [2.90, 1.14, 2.55], [2.69, 1.01, -1.22], [1.17, 1.91, -1.16], [1.26, 0.31, -0.45], [2.11, 3.12, 3.48], [3.23, 4.35, 4.10], [3.86, 2.89, 3.49], [1.27, 5.22, 2.49], [2.25, 6.10, 1.29], [2.70, 6.13, 2.98], [5.63, 3.47, 2.13], [6.30, 2.08, 1.28], [4.99, 1.81, 2.34], [5.38, 4.54, -0.18], [4.74, 3.49, -1.48], [6.24, 3.06, -0.67], [-0.90, 2.54, -3.31], [-1.09, 3.75, -4.26], [-1.91, 4.66, -3.06], [-3.06, 5.53, -3.22], [-0.96, 5.33, -2.16], [-2.22, 2.78, -5.23], [-3.68, 2.90, -5.19], [-1.99, 1.31, -5.12], [-1.31, 5.13, -5.36], [-2.40, 5.42, -6.29], [-0.08, 5.20, -6.17], [-2.82, 6.46, -3.74], [-3.48, 5.82, -2.25], [-3.88, 5.04, -3.73], [-0.43, 6.14, -2.68], [-0.22, 4.63, -1.78], [-1.46, 5.76, -1.28], [-4.06, 2.76, -4.16], [-4.15, 2.14, -5.82], [-4.08, 3.83, -5.57], [-2.41, 0.92, -4.18], [-0.93, 1.05, -5.17], [-2.48, 0.76, -5.93], [-2.52, 4.64, -7.06], [-2.21, 6.36, -6.82], [-3.35, 5.61, -5.80], [0.01, 4.33, -6.82], [0.80, 5.23, -5.52], [-0.04, 6.11, -6.79]]}

{"formula": "C5H8O2", "method": "ωB97M-V with the def2-TZVPD basis set", "smiles": "CC1=CC1.O=CO", "e_above_lowest_kcal_mol": 62.3, "e_tot_ha": -345.705675, "multiplicity": 1, "symbols": ["C", "C", "C", "C", "O", "C", "O", "H", "H", "H", "H", "H", "H", "H", "H"], "xyz": [[-0.59, 1.86, -0.23], [-0.78, 0.41, -0.07], [-1.10, -0.83, -0.85], [-1.18, -0.60, 0.64], [1.79, 0.24, -0.26], [2.21, -0.69, 0.39], [1.49, -1.66, 0.94], [0.11, 2.09, -1.04], [-0.25, 2.32, 0.70], [-1.58, 2.26, -0.49], [-2.01, -0.80, -1.46], [-0.31, -1.45, -1.28], [-1.63, -0.90, 1.58], [0.54, -1.42, 0.84], [3.28, -0.83, 0.60]]}

{"formula": "C3H9NO2", "method": "ωB97M-V with the def2-TZVPD basis set", "e_above_lowest_kcal_mol": 97.8, "e_tot_ha": -324.816738, "multiplicity": 1, "symbols": ["C", "C", "C", "N", "O", "O", "H", "H", "H", "H", "H", "H", "H", "H", "H"], "xyz": [[1.21, -0.51, -0.03], [-1.60, -0.37, -0.40], [1.55, 0.80, -0.51], [-0.51, -0.11, 0.55], [1.82, -0.94, 1.13], [-2.81, 0.20, 0.02], [2.08, -0.14, 1.61], [-2.76, 1.16, -0.07], [-0.73, -0.48, 1.48], [1.12, -1.36, -0.70], [-1.27, 0.02, -1.37], [-1.77, -1.45, -0.47], [1.34, 0.98, -1.57], [2.45, 1.27, -0.13], [-0.13, 0.93, 0.46]]}